Record 1
Computed, not measured: a 9-piece molecular cluster, C54H135N9O18 overall in a non-equilibrium geometry, with ωB97M-V with the def2-TZVPD basis set.

For the max |F|, the calculation gives 3.44 eV/A. For the highest occupied orbital energy, the calculation gives -8.21 eV. The value obtained for the total energy is -3985.11532 hartree. The energy above the lowest of the compared OMol25 structures with the same formula, charge and spin is 47.8 kcal per mole. The HOMO-LUMO gap is 8.9 eV.

CARTESIAN COORDINATES (ANGSTROEM)
C  -3.4466  3.3538  3.8677
O  -4.5874  4.0088  3.4085
C  -4.3911  5.3154  3.0257
C  -5.6385  5.8271  2.3900
N  -5.4827  7.2046  1.9493
C  -6.7014  7.8518  1.4525
C  -7.5372  7.0731  0.4399
O  -6.7488  6.8601  -0.6653
C  -7.5648  6.3040  -1.6885
H  -2.6404  3.4135  3.1255
H  -3.7469  2.3631  4.1349
H  -3.0842  3.7828  4.8126
H  -3.5569  5.3329  2.3074
H  -4.0953  5.9831  3.8576
H  -6.4321  5.7253  3.1458
H  -5.8912  5.0695  1.6221
H  -4.7904  7.1661  1.2032
H  -6.4307  8.8159  1.0110
H  -7.3197  8.0290  2.3409
H  -8.4670  7.6439  0.2808
H  -7.7917  6.1068  0.9161
H  -8.0494  5.3660  -1.3828
H  -6.9159  6.0485  -2.5396
H  -8.3320  7.0255  -1.9637
C  5.4051  0.2550  4.2808
O  4.7454  -0.1461  3.0764
C  4.1876  0.9648  2.4672
C  3.6363  0.5566  1.1032
N  2.7836  1.5233  0.4112
C  1.5190  1.6623  1.0791
C  0.6028  2.6599  0.3894
O  1.1382  3.9341  0.4712
C  0.4531  4.9035  -0.2753
H  5.8385  1.2451  4.1310
H  6.1341  -0.5166  4.5313
H  4.6515  0.2449  5.0731
H  4.8890  1.8185  2.2725
H  3.3677  1.4292  3.0484
H  3.0081  -0.3276  1.2710
H  4.5260  0.3121  0.4970
H  3.2044  2.4502  0.2720
H  1.5847  2.0944  2.0803
H  1.0602  0.6750  1.1367
H  -0.3693  2.6238  0.9065
H  0.4510  2.3122  -0.6590
H  -0.5961  5.0012  0.0279
H  0.3956  4.6729  -1.3379
H  0.8688  5.8897  -0.1879
C  0.7395  -1.5935  -0.7065
O  -0.0895  -0.5899  -1.1644
C  -1.4211  -0.9786  -1.2889
C  -2.1488  -1.0483  0.0211
N  -2.3053  0.2723  0.6247
C  -2.7859  0.3395  2.0241
C  -1.8471  -0.2220  3.0199
O  -0.4936  0.3872  2.9544
C  0.4260  -0.4729  3.5785
H  0.8549  -2.4342  -1.3725
H  0.6148  -1.9806  0.3080
H  1.7442  -1.1760  -0.6956
H  -1.5882  -1.9059  -1.8839
H  -1.8868  -0.1842  -1.8700
H  -1.6813  -1.8156  0.6802
H  -3.1533  -1.4586  -0.2174
H  -1.3417  0.6231  0.6454
H  -3.8010  -0.0532  2.1629
H  -2.8031  1.4320  2.2143
H  -1.7176  -1.3141  2.8911
H  -2.2527  -0.0838  4.0616
H  0.1005  -0.7663  4.5760
H  1.4155  0.0118  3.7117
H  0.5758  -1.3954  2.9935
C  5.7858  4.3049  0.1276
O  4.8116  3.6908  -0.7110
C  5.0407  3.9668  -2.0559
C  4.0438  3.2049  -2.8768
N  4.1021  1.8452  -2.5370
C  3.0895  0.9413  -3.1665
C  3.3174  0.8582  -4.6398
O  2.5114  1.7528  -5.3633
C  2.8479  1.8004  -6.7415
H  6.7742  3.8396  0.0357
H  5.4566  4.1881  1.1583
H  5.8818  5.3945  -0.0221
H  6.0149  3.5321  -2.3667
H  5.0618  5.0615  -2.2805
H  4.3555  3.3719  -3.9426
H  3.0437  3.6159  -2.6870
H  3.8791  1.7153  -1.5283
H  2.1204  1.3820  -3.0774
H  3.1442  -0.0364  -2.6725
H  3.0959  -0.1795  -4.9892
H  4.3680  0.9829  -4.8642
H  2.4010  0.8995  -7.1808
H  3.9143  1.8607  -6.9399
H  2.2887  2.6225  -7.1760
C  4.5395  -2.6452  -6.4473
O  3.8850  -2.9506  -5.2219
C  4.5609  -2.3872  -4.1088
C  3.7605  -2.8042  -2.8919
N  4.0046  -4.2803  -2.6797
C  2.9597  -4.9181  -1.9023
C  3.1641  -4.7294  -0.3728
O  3.0512  -3.3663  -0.0491
C  3.3605  -3.2601  1.3304
H  3.9763  -3.1394  -7.2530
H  5.5444  -3.0497  -6.4753
H  4.6571  -1.5482  -6.5374
H  4.5947  -1.2940  -4.1866
H  5.5536  -2.7750  -3.9780
H  2.7139  -2.6150  -3.0412
H  4.2608  -2.3306  -2.0532
H  3.9926  -4.7241  -3.5769
H  2.8638  -5.9646  -2.2074
H  1.9184  -4.5540  -2.1723
H  4.1467  -5.1794  -0.0941
H  2.3750  -5.2566  0.1797
H  4.2571  -3.7736  1.6192
H  2.5264  -3.6293  1.9500
H  3.6295  -2.2238  1.5200
C  -0.6722  4.3922  -8.1026
O  -0.7811  3.4381  -7.0665
C  -1.8783  2.5969  -7.2305
C  -2.0026  1.7714  -5.9985
N  -0.9230  0.7751  -5.9428
C  -0.9186  0.0130  -4.6876
C  0.0932  -1.1076  -4.6704
O  -0.5191  -2.3195  -4.7666
C  0.3633  -3.3745  -4.8001
H  -1.5937  4.9602  -8.1566
H  -0.4682  3.9055  -9.0815
H  0.2011  5.0604  -8.0240
H  -1.7340  1.9591  -8.1230
H  -2.7963  3.1710  -7.3198
H  -2.9209  1.2207  -6.0189
H  -2.0150  2.4660  -5.1276
H  -0.0195  1.2119  -6.0416
H  -1.8829  -0.4516  -4.5637
H  -0.7245  0.6201  -3.7859
H  0.6155  -1.0084  -3.7252
H  0.8119  -0.9344  -5.4935
H  1.1511  -3.3265  -5.5673
H  -0.1444  -4.3420  -4.9517
H  0.9042  -3.5523  -3.8677
C  0.2284  -6.9709  -2.8743
O  -0.0413  -6.8815  -1.4525
C  -0.8506  -5.7803  -1.1282
C  -0.9233  -5.6257  0.3460
N  -1.7973  -4.5260  0.6352
C  -2.2238  -4.2364  1.9518
C  -1.0439  -4.0593  2.8958
O  -1.6216  -3.7949  4.1797
C  -0.6860  -3.7054  5.2400
H  0.7056  -6.0509  -3.2040
H  -0.7524  -7.0088  -3.3665
H  0.8134  -7.8558  -3.0567
H  -1.8804  -5.8885  -1.5349
H  -0.4612  -4.8270  -1.5888
H  0.0373  -5.4138  0.8334
H  -1.3501  -6.5701  0.7369
H  -2.6205  -4.5910  0.0557
H  -2.9131  -4.9328  2.4782
H  -2.7756  -3.2803  1.8981
H  -0.3626  -3.2803  2.4857
H  -0.4925  -4.9923  2.8646
H  -0.2325  -4.6764  5.4032
H  -1.2650  -3.4536  6.1296
H  0.0487  -2.9365  4.9716
C  -6.1234  -2.0664  2.1255
O  -5.7084  -0.7621  1.7404
C  -6.7215  0.1659  1.3431
C  -6.1720  1.4787  0.9930
N  -5.5139  1.5278  -0.3136
C  -5.1363  2.8568  -0.8034
C  -4.6675  2.7656  -2.2635
O  -3.4578  2.0280  -2.3758
C  -2.2770  2.6738  -1.8356
H  -6.7946  -2.4587  1.3403
H  -6.6234  -2.1445  3.1045
H  -5.1961  -2.6770  2.2074
H  -7.4660  0.2083  2.1400
H  -7.1865  -0.2345  0.4174
H  -5.6044  1.8857  1.8373
H  -7.0196  2.1935  0.8456
H  -4.6649  0.9436  -0.3365
H  -4.3964  3.4348  -0.2452
H  -6.0488  3.4620  -0.6707
H  -4.5652  3.8079  -2.6623
H  -5.3497  2.2360  -2.9281
H  -2.1406  3.6975  -2.1590
H  -1.3844  2.0842  -2.0702
H  -2.3239  2.6887  -0.7471
C  2.0492  1.0781  6.6435
O  2.8244  -0.1124  6.5710
C  2.5990  -1.0854  7.5985
C  3.3186  -2.3450  7.2389
N  2.7779  -2.8412  5.9348
C  3.5901  -3.8272  5.2916
C  3.5167  -5.1582  6.0092
O  4.3108  -6.1112  5.3527
C  4.1830  -7.3688  5.9603
H  2.4577  1.6736  7.4498
H  0.9871  0.8398  6.7776
H  2.1122  1.6631  5.7355
H  1.5284  -1.3364  7.6547
H  2.9060  -0.6815  8.5871
H  3.1501  -3.0430  8.0483
H  4.4042  -2.1494  7.1760
H  2.6738  -2.0441  5.3058
H  4.6933  -3.6397  5.1617
H  3.1973  -3.9558  4.2672
H  2.4567  -5.4818  6.0544
H  3.9244  -5.1784  7.0296
H  3.1629  -7.7764  6.0214
H  4.5649  -7.3882  6.9990
H  4.8245  -8.0510  5.4238

=====

Record 2
Computed, not measured: a 11-piece molecular cluster, C54H137N11O11 overall in a non-equilibrium geometry, with ωB97M-V with the def2-TZVPD basis set.

For the max |F|, the calculation gives 3.33 eV/A. For the highest occupied orbital energy, the calculation gives -8.73 eV. The value obtained for the total energy is -3569.24966 hartree. The energy above the lowest of the compared OMol25 structures with the same formula, charge and spin is 0.0 kcal per mole. The HOMO-LUMO gap is 9.3 eV.

CARTESIAN COORDINATES (ANGSTROEM)
C  5.2794  3.7174  3.1701
C  4.8594  2.4545  2.4109
C  5.8583  2.2982  1.2102
O  5.6259  1.1055  0.4795
C  6.6390  1.0450  -0.5337
N  4.7321  1.2889  3.3217
H  6.3548  3.8438  3.2099
H  4.8081  3.6541  4.1789
H  4.8528  4.6399  2.6983
H  3.8144  2.5144  1.9745
H  6.8821  2.2780  1.6457
H  5.7830  3.2645  0.6184
H  6.8271  2.0250  -0.8849
H  6.3251  0.4472  -1.3614
H  7.4802  0.5770  -0.1239
H  4.5743  0.4461  2.8043
H  5.6406  1.1984  3.7896
C  0.5758  -1.2315  -5.1242
C  0.5178  -2.1483  -6.3397
C  0.1509  -1.4539  -7.7027
O  -1.0193  -0.6653  -7.6516
C  -2.2201  -1.3930  -7.6131
N  1.8377  -2.8900  -6.3504
H  0.5394  -1.8127  -4.1975
H  -0.2925  -0.6432  -5.0696
H  1.4611  -0.5672  -5.2592
H  -0.2377  -2.8820  -6.1867
H  -0.0035  -2.2055  -8.4377
H  0.9839  -0.8853  -8.0060
H  -2.2810  -2.0752  -6.7387
H  -2.3341  -2.0111  -8.4960
H  -3.0252  -0.6575  -7.5318
H  1.8764  -3.4673  -7.1967
H  2.5836  -2.2246  -6.4695
C  -1.0705  -6.5324  -3.0820
C  -1.0116  -5.0938  -3.5966
C  -1.9372  -4.1048  -2.8158
O  -3.2656  -4.6406  -2.7392
C  -4.0600  -4.3576  -3.7991
N  0.3410  -4.6578  -3.5130
H  -0.6319  -6.7050  -2.1301
H  -0.5179  -7.1996  -3.7335
H  -2.1085  -6.9534  -2.9896
H  -1.3492  -5.2597  -4.5834
H  -1.9602  -3.1332  -3.3431
H  -1.5577  -3.9386  -1.7865
H  -4.2291  -3.2266  -3.8492
H  -5.0593  -4.8298  -3.6857
H  -3.6089  -4.6868  -4.7604
H  0.4657  -3.7804  -4.0009
H  1.0616  -5.2564  -3.9499
C  5.0982  -6.4138  -3.7583
C  3.6664  -5.9305  -3.5109
C  3.5956  -4.7995  -2.5071
O  4.0581  -5.3226  -1.2676
C  4.0852  -4.4041  -0.1553
N  3.0312  -5.5095  -4.7430
H  5.6672  -6.5475  -2.8695
H  5.6170  -5.6598  -4.3822
H  5.0173  -7.3959  -4.2298
H  3.1245  -6.6944  -2.9406
H  2.5267  -4.4737  -2.4407
H  4.2073  -3.9274  -2.7511
H  3.0933  -3.9847  0.1173
H  4.6500  -3.4936  -0.3400
H  4.5297  -4.9646  0.7172
H  3.3852  -6.0328  -5.5555
H  2.9790  -4.5296  -4.9564
C  -2.8252  -2.1223  4.6300
C  -2.0577  -0.7984  4.7054
C  -2.8560  0.4940  4.7090
O  -3.7224  0.6506  5.8334
C  -4.6809  1.6661  5.6276
N  -0.9988  -0.8531  5.6930
H  -2.1627  -2.8974  4.7977
H  -3.2592  -2.2567  3.6445
H  -3.6550  -2.0856  5.3313
H  -1.5220  -0.7053  3.7931
H  -3.4481  0.5440  3.8094
H  -2.1492  1.2483  4.6413
H  -5.1409  1.9000  6.5828
H  -5.3951  1.3780  4.9034
H  -4.1916  2.5184  5.1521
H  -0.3890  -0.0557  5.6815
H  -1.2835  -1.1255  6.6150
C  1.7233  -5.3252  5.0116
C  0.8929  -4.0308  4.8827
C  -0.0092  -4.0253  3.6338
O  0.7820  -4.0293  2.4690
C  0.0818  -4.4971  1.3403
N  0.1937  -3.7153  6.0949
H  1.0980  -6.1758  5.2812
H  2.5535  -5.1883  5.7186
H  2.2641  -5.3894  4.0447
H  1.5779  -3.2215  4.6277
H  -0.7386  -3.2142  3.7287
H  -0.7184  -4.9052  3.7482
H  0.6180  -5.3632  0.9222
H  -0.1168  -3.7650  0.5480
H  -0.9136  -4.9745  1.6455
H  0.1800  -2.6793  6.1525
H  0.8053  -4.0285  6.8249
C  -3.3668  4.5940  1.7955
C  -4.0172  4.7332  3.0918
C  -3.0730  5.0305  4.1960
O  -3.7706  5.2544  5.4077
C  -3.0549  4.7364  6.5143
N  -5.1542  5.6784  2.9540
H  -2.4403  4.0207  1.8980
H  -3.0683  5.5587  1.4564
H  -4.0108  4.0839  1.0416
H  -4.4028  3.7338  3.3666
H  -2.4920  5.8758  3.9160
H  -2.3472  4.2438  4.3435
H  -2.0368  5.1078  6.6082
H  -2.8711  3.6799  6.4287
H  -3.6046  4.9187  7.4464
H  -4.8540  6.4935  2.4200
H  -5.6298  5.8234  3.8185
C  0.9457  3.7610  5.1269
C  1.4163  2.9454  6.3079
C  0.2771  2.5481  7.2436
O  -0.2841  3.6356  7.9482
C  0.3036  4.2224  9.0548
N  2.0619  1.7101  5.8783
H  0.3060  3.1916  4.4385
H  1.7898  4.0167  4.4853
H  0.4485  4.6969  5.3969
H  2.0630  3.6572  6.8199
H  0.7136  1.7553  7.8505
H  -0.5182  2.0922  6.6962
H  1.3524  4.5793  8.9202
H  0.3002  3.4009  9.8642
H  -0.3208  5.0682  9.3768
H  2.7406  1.4634  6.5799
H  2.6256  1.8608  5.0248
C  2.9103  2.5602  -4.2590
C  3.2064  3.6193  -3.1638
C  2.0086  4.5319  -2.9169
O  1.5885  5.1441  -4.1120
C  0.2788  5.7369  -3.9460
N  3.7312  2.9012  -2.0562
H  2.5407  3.0407  -5.1539
H  2.1151  1.8549  -3.9416
H  3.8027  2.0251  -4.5277
H  3.9867  4.2553  -3.6433
H  2.3488  5.1718  -2.1717
H  1.1479  3.9151  -2.6075
H  0.4423  6.5646  -3.2286
H  -0.4185  4.9712  -3.5756
H  -0.0552  6.0770  -4.8865
H  4.0032  3.6305  -1.3671
H  3.0474  2.3123  -1.5748
C  -2.9458  3.6861  -2.4510
C  -3.3575  2.4765  -3.2472
C  -2.2075  2.1434  -4.2721
C  -2.5564  0.8137  -5.0065
C  -2.6166  -0.2548  -3.8958
C  -3.6997  -0.0588  -2.8250
N  -3.4146  1.3557  -2.2787
O  -4.4309  1.6746  -1.2877
C  -5.0840  -0.3731  -3.3966
C  -3.5170  -0.9952  -1.6428
C  -4.6338  2.9230  -4.0443
H  -2.5583  4.5047  -3.0931
H  -2.1387  3.4958  -1.7433
H  -3.7914  4.1146  -1.9689
H  -2.1695  3.0026  -4.9244
H  -1.2591  2.0620  -3.7129
H  -1.7103  0.5310  -5.6564
H  -3.5623  0.8782  -5.5111
H  -1.6220  -0.0967  -3.4257
H  -2.5623  -1.2818  -4.2159
H  -5.4063  0.2330  -4.2430
H  -5.1391  -1.4324  -3.7310
H  -5.8230  -0.3083  -2.5589
H  -2.5571  -0.8239  -1.1503
H  -4.3522  -0.8774  -0.9453
H  -3.5557  -2.0505  -1.9952
H  -5.0028  2.1694  -4.7435
H  -4.4413  3.8377  -4.6080
H  -5.4002  3.2757  -3.3617
H  -5.2618  1.7004  -1.8199
C  -1.2552  0.7374  0.6375
C  0.2318  1.1100  0.7988
C  0.7258  0.5047  2.1334
C  0.9875  -0.9725  2.0137
C  1.9417  -1.1429  0.8174
C  1.3774  -0.7365  -0.4901
N  1.1527  0.7017  -0.3222
O  0.4628  1.0856  -1.5305
C  2.4229  -0.8453  -1.6138
C  0.1863  -1.5812  -0.9450
C  0.3399  2.6752  0.8063
H  -1.7182  1.1178  -0.2838
H  -1.8404  1.0057  1.4586
H  -1.3621  -0.3342  0.5827
H  1.5720  1.1551  2.5212
H  -0.0551  0.7701  2.8950
H  0.0181  -1.4351  1.8643
H  1.4478  -1.4341  2.8854
H  2.1528  -2.1843  0.7432
H  2.9067  -0.5775  0.9461
H  1.9785  -0.5192  -2.5332
H  3.3266  -0.2659  -1.3983
H  2.7514  -1.8872  -1.7812
H  -0.3251  -1.2497  -1.8716
H  0.6084  -2.6171  -1.1770
H  -0.4817  -1.9119  -0.1514
H  -0.0807  3.1324  -0.0856
H  1.3679  2.9404  0.9216
H  -0.1811  3.0556  1.6996
H  -0.4130  0.7787  -1.4986